# 1
{"formula": "C30H68F2N7O14S2V", "method": "wB97M-V/def2-TZVPD", "s_squared": 2.03, "homo_ev": [-7.51, -7.54], "multiplicity": 3, "total_charge": 0, "species": ["H", "O", "C", "H", "H", "H", "H", "H", "H", "H", "H", "O", "H", "O", "H", "V", "H", "H", "C", "H", "H", "S", "H", "C", "C", "C", "H", "N", "C", "H", "H", "C", "H", "H", "H", "H", "C", "H", "N", "H", "H", "H", "C", "H", "O", "H", "H", "H", "H", "H", "H", "H", "F", "C", "H", "H", "C", "N", "S", "H", "O", "H", "C", "C", "H", "H", "C", "C", "C", "C", "C", "N", "C", "O", "C", "H", "O", "H", "C", "C", "H", "H", "F", "C", "N", "O", "H", "H", "H", "O", "C", "O", "O", "O", "H", "C", "H", "H", "H", "H", "H", "H", "O", "H", "H", "C", "H", "H", "H", "N", "O", "H", "C", "C", "N", "H", "C", "C", "H", "H", "H", "H", "H", "H"], "xyz": [[3.55769, 1.65375, 3.01349], [-2.37186, -5.37010, 3.80324], [3.83197, -3.08799, -6.89490], [0.23782, -3.29813, 3.41286], [-4.25989, -5.88825, 3.13743], [-1.72662, 1.21740, 4.68703], [-3.78322, 2.68437, -1.25216], [6.96868, 2.61152, -0.93995], [-3.86714, 3.63251, 2.21409], [5.75573, -1.43337, -2.89238], [2.05759, 4.33025, -0.66728], [0.91083, 1.23223, -2.96421], [-3.00116, -5.55985, 1.91220], [4.81714, 2.70680, -1.14195], [-3.65879, -3.01858, 0.89527], [0.47229, 1.96880, -1.16496], [1.28441, 3.71004, 3.36521], [1.34554, 4.13267, -3.42280], [-6.34595, 2.72829, -1.84350], [4.38386, 4.69235, -0.91889], [4.13930, -3.90527, -7.54735], [0.52843, -0.59648, 1.05513], [-0.96735, 2.16219, 1.12583], [4.68683, -1.64418, -2.92562], [-1.16232, 0.10872, -2.59270], [-3.20439, -5.99896, 2.88892], [4.15529, -0.72964, -3.18864], [-2.40574, 0.91160, 4.00484], [2.23761, 4.54793, -2.95389], [2.17238, -5.29099, 4.64699], [-2.27802, -1.97472, 5.45203], [0.10430, 3.77728, 1.56333], [-3.10292, -0.77605, -2.62911], [4.41224, -1.94872, -1.91570], [0.49046, 4.64510, 1.02866], [1.48395, -5.66126, 3.16156], [6.04569, 2.76901, -0.38194], [-3.31206, -2.35668, 3.35687], [-2.81341, 1.50372, 1.08080], [-0.06841, -5.44154, 5.58043], [2.76553, 2.97772, -0.31482], [1.92390, 5.41933, -2.37913], [-1.02844, 4.53883, 2.34846], [0.67810, 2.12934, 2.75596], [2.16341, -1.89122, -0.90060], [-7.41551, 2.67348, -1.64064], [-4.14838, -0.76888, 3.23362], [1.73425, -3.78498, -7.10745], [3.48363, -4.58647, -5.24038], [-0.72528, -5.60620, 2.56955], [2.84765, 5.01453, -3.72735], [-1.24992, -0.91429, 3.71172], [2.86915, 0.25990, -1.51524], [-2.48943, -0.90542, 5.45484], [1.04023, -0.00228, -5.41501], [-5.09057, 3.79175, 1.02313], [0.30323, -3.51442, 4.47917], [1.00485, 0.46072, 0.00846], [2.38449, -0.61782, -0.31260], [-3.55457, -0.77266, 5.64442], [1.31938, -0.88766, 2.25237], [3.80573, 3.31553, 3.26295], [-3.22241, -1.31425, 3.05126], [-0.93221, -5.76878, 3.62731], [5.88317, 1.99483, 0.36795], [-1.71908, 3.79886, 2.75288], [-1.95052, -1.43399, -4.29250], [1.09067, 3.10050, 2.48258], [4.33206, 3.89449, -1.65972], [0.23650, -0.21916, -4.72698], [-3.74947, -1.93238, 0.90318], [2.14205, 3.38033, -0.99986], [-2.24239, -0.58505, 4.01945], [-1.27370, 0.89234, -1.59623], [-4.03530, 3.54541, 1.14067], [-2.89772, 1.17356, 2.03158], [-5.72873, 1.82644, -0.91027], [-6.12843, 2.41033, -2.86315], [-4.33056, 1.90017, -0.72916], [-0.69533, -1.21386, -5.01812], [-4.67883, 1.51013, 1.38626], [-3.99514, 0.91654, -1.05791], [-0.50682, 0.37060, 1.77807], [3.52606, 2.60606, 2.48415], [1.36508, -5.65924, 4.16453], [-3.01484, -2.08312, -4.69735], [-0.49502, 5.16759, 3.06135], [-0.75516, -6.83710, 3.75150], [6.12648, 3.67427, 0.21980], [-0.40778, -1.86788, -6.06913], [3.08606, -3.65050, -5.63280], [4.50684, -2.63505, -4.01284], [3.52244, -0.48533, 0.51735], [-0.30927, -1.61326, 0.38651], [3.18962, -2.33306, -7.34831], [2.97387, 3.43550, -2.19694], [-3.34111, 1.06840, 4.35210], [4.38170, 2.63193, 1.80939], [3.01594, 2.49165, -2.74049], [-6.00453, 3.75734, -1.73129], [-3.54302, -1.48696, -0.07000], [2.66778, -1.87025, -4.69099], [2.27494, 2.89446, 1.77779], [-3.36969, 4.19394, 0.57105], [-1.76418, -0.53757, 6.18065], [-4.03213, 2.07596, 0.71566], [-1.58563, 5.23188, 1.71813], [1.11468, -3.10123, -5.93739], [5.09016, 4.07953, -2.42072], [1.72709, -3.88719, -6.10266], [-2.80135, -1.33746, 1.71318], [2.55352, -3.21330, -3.51439], [3.10858, -2.81127, -4.36196], [0.12545, 0.38091, -3.40972], [-0.52646, 2.89251, 0.58513], [-4.79456, -1.79861, 1.18245], [-2.13424, -0.80521, -3.10577], [0.12586, -5.07304, 4.57317], [-2.90102, -7.03558, 2.74233], [-2.76471, 0.60016, 0.63213], [-1.42048, 3.35295, 0.49129], [4.74292, -2.54023, -6.65363], [-0.45248, -3.08215, 5.13503], [1.22257, -3.11214, 4.90473]]}


# 2
{"formula": "C30H73BN18O18P", "method": "wB97M-V/def2-TZVPD", "homo_ev": -4.76, "total_charge": -1, "species": ["O", "H", "H", "H", "H", "N", "O", "H", "C", "H", "H", "H", "N", "H", "H", "H", "C", "H", "H", "C", "N", "O", "H", "C", "H", "O", "H", "C", "O", "H", "N", "H", "C", "C", "H", "O", "H", "H", "O", "H", "H", "C", "H", "C", "H", "H", "N", "C", "H", "H", "C", "N", "O", "O", "C", "H", "H", "H", "H", "H", "C", "H", "H", "H", "P", "N", "O", "H", "C", "C", "H", "N", "N", "B", "C", "N", "H", "H", "H", "H", "C", "H", "H", "N", "C", "O", "H", "H", "H", "H", "H", "H", "C", "H", "H", "N", "C", "H", "N", "O", "O", "H", "H", "H", "N", "C", "O", "H", "N", "N", "H", "C", "N", "C", "H", "H", "C", "O", "H", "O", "H", "H", "H", "H", "C", "C", "C", "C", "N", "H", "O", "H", "H", "C", "H", "C", "H", "H", "H", "O", "H"], "xyz": [[-5.63113, -6.41021, -1.73734], [-2.99047, -4.61994, 6.19490], [-3.13838, -3.46012, 4.91945], [-1.86313, -3.21995, -2.55257], [3.72737, -1.65632, 0.64314], [-0.29949, -2.29628, -1.30665], [2.38010, -0.19836, -0.15031], [2.26782, 5.77844, 0.96802], [-4.99937, -6.86349, -2.68506], [-0.74996, 2.60030, -2.14112], [-7.33918, 0.97824, 5.75028], [1.13235, -0.78411, 1.80503], [-1.68325, -2.62728, -3.34109], [-1.07952, 0.09529, -1.12650], [-0.73181, 1.28291, -7.44773], [-1.50112, -1.21431, -5.42125], [-0.63049, 1.14881, 2.01651], [4.29402, -0.19169, -3.95327], [0.55110, 0.15693, -7.72939], [-0.56113, 2.50295, -1.06432], [-3.56703, 0.06802, 5.96376], [0.78931, -0.58342, -5.36892], [-5.31119, -8.82713, -2.24669], [-0.01089, 0.24444, -5.77683], [5.23826, 0.69432, -1.56529], [-3.16089, -3.79708, -4.60838], [9.68871, 1.12727, -0.27385], [-2.36025, 0.47641, 6.47347], [4.01032, 1.89641, -0.45562], [0.22630, -3.10976, -1.61807], [-7.25857, 0.01634, 5.48202], [-6.18841, -6.01978, 5.59280], [-3.01800, 1.67665, 1.93743], [-2.35935, -2.86683, -4.48200], [-1.49897, 2.25973, -0.55622], [3.92967, -2.69243, -4.97089], [3.04239, 6.07329, -0.59054], [3.34443, -2.10474, -5.45556], [4.15451, -1.62251, -0.21734], [4.99088, 7.07604, 0.72295], [-3.78110, -6.34264, -4.31518], [3.94320, 7.09861, 1.02868], [-4.33255, -8.59624, -3.65410], [3.23216, 5.88924, 0.47110], [4.21828, 6.55153, 4.23609], [2.56891, -0.31459, -4.24274], [9.04181, 1.05158, -1.03406], [6.07464, 6.68078, 3.18341], [-1.06767, -1.83969, -3.20215], [-0.62043, 1.33613, 5.85695], [-5.12940, -3.48082, 0.20970], [-0.88655, 0.86638, -4.93743], [7.31404, 1.88142, -2.24468], [-2.08026, 0.36274, 7.65908], [4.15891, 2.35654, 0.85039], [1.27573, 1.32334, -3.37456], [1.86282, -3.87502, -3.92776], [6.38082, 7.18294, 2.27261], [0.00094, -2.06436, 1.45811], [2.35823, 3.47964, 0.53084], [4.34036, 2.38136, -3.36459], [-6.82974, -2.32086, 4.54327], [-6.35489, -4.16887, -1.35219], [-4.25247, 0.07043, 1.15873], [1.00769, -1.20749, -0.62618], [-6.45256, -1.57038, 3.99811], [2.66431, -3.98659, -3.40647], [8.71757, 3.21805, 0.26801], [-0.84139, -0.12851, 1.44966], [-6.56076, -0.25681, 4.32911], [0.38213, 1.44220, 2.26294], [-0.08822, 0.60004, -7.09742], [-4.36102, -6.04354, -3.55519], [3.49396, -2.89544, -3.64602], [-0.01280, 0.24933, -1.29351], [-5.85590, -4.13157, 1.16829], [-0.85247, -2.64909, -0.53155], [-6.65853, -4.68931, 0.95064], [-4.22400, -0.33126, 6.60475], [-5.02032, -3.14897, -1.76666], [-2.18451, -0.49273, 1.15922], [-3.81690, 0.15880, 4.99342], [0.13242, 0.23167, -2.38258], [-4.86234, -8.21185, -2.89655], [-4.19157, 2.58877, 2.19352], [-6.04921, 0.62199, 3.65606], [6.36414, 7.31123, 4.02010], [-4.71565, 2.25821, 3.07794], [7.39204, 3.79643, -0.68288], [4.36457, 5.36180, 2.97149], [-2.63370, -2.13200, -6.35667], [3.50105, 7.98391, 0.57486], [8.10067, 2.00357, -1.32716], [-4.85353, 2.57240, 1.33152], [-5.91964, -1.79888, 3.17699], [-5.27680, -5.68462, 5.83777], [4.57513, 6.39994, 3.22065], [9.05394, 0.23167, -1.61068], [1.99908, 2.03753, -3.35143], [1.81912, -1.34334, -2.21013], [3.95341, -2.11388, -2.62612], [4.31550, 2.98973, -2.46924], [4.26060, 3.05559, -4.21608], [-0.16795, 3.44340, -0.68978], [-1.51715, 1.01267, 5.55033], [-3.24848, 0.39006, 1.39764], [-4.11218, -2.84696, 0.46933], [6.62926, 5.75104, 3.28205], [-2.13331, -1.98662, -5.50204], [-3.52671, -4.22056, 5.44926], [1.67470, -2.38728, -0.17201], [3.31731, 3.58104, 1.03825], [8.09079, 3.09853, -0.50349], [3.12196, -0.96108, -2.29776], [-2.36370, -1.47464, 0.75120], [-5.54748, -4.05072, 2.12245], [-4.76923, -4.64860, 5.10074], [3.79707, 7.27644, 2.42294], [5.26191, 1.82083, -3.42158], [0.40388, 1.51666, -0.82473], [5.16592, 0.32604, 0.16509], [-0.84091, 0.62445, -3.95869], [-4.78081, -6.11932, 6.59136], [3.85891, 1.60709, 1.58877], [3.51731, -0.46576, -0.85300], [3.13352, 1.48435, -3.38072], [-1.69256, 2.04305, 2.25204], [0.29966, -1.05692, 1.16072], [-5.57465, -3.60991, -1.06925], [-4.45318, -5.05508, -3.41500], [-5.39240, -4.13291, 4.18490], [-7.67785, -0.69077, 6.05354], [5.20592, 2.61820, 1.06231], [3.31783, -0.01660, -3.51114], [-1.54725, 1.55760, -5.23743], [4.58488, 0.62190, -0.70351], [-1.48436, 3.01031, 2.69069], [-3.85525, 3.61908, 2.29867], [-1.76446, 1.10745, 4.57735], [4.02835, 4.72903, 0.59193], [3.10378, 3.69140, 2.10957]]}